# 1
The molecule C20H27NO5. Source: the Open Molecules 2025 dataset; level of theory: ωB97M-V with the def2-TZVPD basis set.

Each line ends with the Mulliken charge.
Atoms and positions in Å:
C  -4.3176  -1.7872  2.1012  -0.73
O  -5.1086  -0.9552  1.2824  -0.43
C  -4.4960  0.0004  0.5452  0.47
C  -5.3302  0.7989  -0.2441  -0.57
C  -4.7990  1.7993  -1.0322  -0.83
C  -3.4339  2.0301  -1.0617  -0.67
C  -2.5911  1.2428  -0.2803  0.15
C  -1.1260  1.4035  -0.2496  0.84
O  -0.4161  0.7496  0.4850  -0.73
C  -0.5170  2.4170  -1.2116  -1.15
O  0.8949  2.4136  -1.1153  -0.28
C  1.4208  3.1175  -0.0934  0.63
O  0.7523  3.7770  0.6566  -0.60
C  2.9208  2.9840  -0.0603  -0.55
C  3.4101  2.6129  1.3429  -0.95
C  2.8618  1.2556  1.7882  -0.24
C  3.3303  0.1664  0.8309  0.39
O  4.5069  -0.0986  0.6683  -0.71
N  2.3372  -0.4544  0.1703  0.38
C  2.5922  -1.4924  -0.8082  -0.22
C  2.6999  -2.8708  -0.1423  -1.02
C  1.3520  -3.3373  0.3961  -0.56
C  0.3260  -3.3864  -0.7315  -0.92
C  0.1688  -2.0025  -1.3527  0.33
C  1.5063  -1.4894  -1.8847  -1.12
C  -3.1282  0.2317  0.5213  0.04
H  -3.6045  -2.3692  1.5096  0.28
H  -5.0151  -2.4630  2.5927  0.23
H  -3.7789  -1.2089  2.8576  0.34
H  -6.3920  0.6122  -0.2169  0.47
H  -5.4574  2.4085  -1.6325  0.39
H  -3.0413  2.8190  -1.6817  0.40
H  -0.7608  2.1559  -2.2433  0.51
H  -0.9009  3.4148  -0.9658  0.54
H  3.2290  2.2342  -0.7885  0.27
H  3.3447  3.9498  -0.3456  0.38
H  4.4999  2.5664  1.3333  0.43
H  3.0931  3.3836  2.0475  0.42
H  1.7733  1.2849  1.8381  0.12
H  3.2534  1.0243  2.7806  0.40
H  1.3809  -0.1724  0.3262  -0.08
H  3.5651  -1.2552  -1.2584  0.44
H  3.4332  -2.8105  0.6630  0.41
H  3.0661  -3.5871  -0.8806  0.43
H  1.0103  -2.6475  1.1708  0.27
H  1.4587  -4.3249  0.8497  0.37
H  -0.6369  -3.7345  -0.3503  0.39
H  0.6589  -4.0943  -1.4944  0.34
H  -0.2182  -1.3180  -0.5967  -0.36
H  -0.5574  -2.0362  -2.1688  0.37
H  1.3882  -0.4754  -2.2735  0.32
H  1.8344  -2.1298  -2.7061  0.48
H  -2.4421  -0.3529  1.1136  0.53

SMILES string: COc1cccc(C(=O)COC(=O)CCCC(=O)NC2CCCCC2)c1
HOMO, eV: -9.14
Gap between HOMO and LUMO, eV: 8.8
Strongest force on any atom, eV/A: 0.71
Electronic energy, hartree: -1209.318502
Energy above the lowest of the compared OMol25 structures with the same formula, charge and spin, kcal per mole: 9.6

***

# 2
A 2-piece molecular cluster, C15H13N7O2S overall in a non-equilibrium geometry. Source: the Open Molecules 2025 dataset; level of theory: ωB97M-V with the def2-TZVPD basis set.

Each line ends with the Mulliken charge.
Atoms and positions in Å:
O  -3.0913  0.3845  0.2146  -0.57
N  -2.7678  0.7058  1.3863  1.00
O  -3.4486  1.4913  2.0793  -0.59
C  -1.5621  0.1183  1.8728  -0.26
C  -0.9764  0.4845  3.1276  -0.39
C  0.2240  -0.0604  3.5127  -0.66
C  0.9351  -0.8884  2.6055  0.59
N  2.1410  -1.4935  2.6146  -0.48
N  2.2377  -2.1545  1.4178  -0.45
N  1.1658  -2.0013  0.6880  -0.54
N  0.3162  -1.2038  1.4038  0.59
C  -0.9348  -0.7919  1.0396  0.16
H  -1.5279  1.1984  3.7382  0.48
H  0.7056  0.0880  4.4711  0.43
H  -1.3778  -1.2514  0.1599  0.76
C  -3.6063  -5.0146  -5.6670  -0.60
C  -4.4761  -5.7885  -4.8851  -0.61
C  -4.4977  -5.6455  -3.4919  -0.73
C  -3.6202  -4.7353  -2.9062  0.52
C  -2.7483  -3.9572  -3.6716  0.49
C  -2.7408  -4.0898  -5.0616  -0.42
S  -1.7978  -2.8988  -2.6535  -0.31
C  -2.5701  -3.5295  -1.1878  0.35
N  -2.3435  -3.1246  0.0025  -0.13
C  -3.0892  -3.7211  1.1178  -0.80
C  -3.6438  -5.0950  0.8143  -0.95
C  -4.3261  -5.1477  -0.5340  -0.52
N  -3.4751  -4.5059  -1.5380  0.16
H  -3.6022  -5.1313  -6.7521  0.36
H  -5.1408  -6.5088  -5.3595  0.37
H  -5.1750  -6.2248  -2.8647  0.29
H  -2.0611  -3.4707  -5.6419  0.39
H  -2.3861  -3.7588  1.9584  0.35
H  -3.9069  -3.0383  1.4127  0.31
H  -2.8310  -5.8270  0.8343  0.35
H  -4.3591  -5.3719  1.5896  0.39
H  -4.4984  -6.1823  -0.8381  0.42
H  -5.2909  -4.6225  -0.4911  0.27

SMILES string: O=[N+]([O-])c1ccc2nnnn2c1.c1ccc2c(c1)SC1=NCCCN12
HOMO, eV: -8.01
Gap between HOMO and LUMO, eV: 6.8
Strongest force on any atom, eV/A: 3.42
Electronic energy, hartree: -1511.229158
Energy above the lowest of the compared OMol25 structures with the same formula, charge and spin, kcal per mole: 0.0

***

# 3
A 10-piece molecular cluster, C57H143N9O19 overall in a non-equilibrium geometry. Source: the Open Molecules 2025 dataset; level of theory: ωB97M-V with the def2-TZVPD basis set.

Each line ends with the Mulliken charge.
Atoms and positions in Å:
C  2.2001  1.1640  -5.4108  -1.12
O  2.4079  -0.2132  -5.3458  0.08
C  2.0278  -0.9666  -6.5092  -1.12
C  2.7679  -2.2890  -6.4768  -0.12
N  4.2410  -2.0896  -6.5468  -0.48
C  4.8951  -3.4200  -6.3539  -0.26
C  6.3751  -3.3378  -6.2618  -0.84
O  6.7010  -2.5815  -5.1038  -0.18
C  8.1065  -2.7538  -4.7780  -0.73
H  1.2397  1.4857  -5.0811  0.31
H  2.3457  1.5316  -6.3932  0.51
H  2.9413  1.6405  -4.7659  0.28
H  2.3721  -0.3903  -7.3391  0.54
H  0.9713  -1.1665  -6.6525  0.33
H  2.4985  -2.9237  -7.2929  0.68
H  2.3788  -2.6236  -5.4870  -0.28
H  4.4997  -1.4321  -5.8174  0.32
H  4.6131  -4.0345  -7.2402  0.38
H  4.4679  -3.8537  -5.4414  0.12
H  6.8394  -2.8605  -7.1632  0.33
H  6.8147  -4.3243  -6.1736  0.47
H  8.1115  -2.4993  -3.7222  0.17
H  8.7748  -2.0291  -5.3229  0.24
H  8.3408  -3.7881  -4.8617  0.36
C  6.4174  0.3348  -1.2844  -0.73
O  5.6233  -0.0692  -0.2228  0.01
C  6.1301  0.2150  1.0949  -0.58
C  5.2721  -0.3930  2.2027  -0.69
N  4.0909  0.4495  2.1875  0.24
C  3.0328  -0.1150  2.9972  0.05
C  1.7783  0.7592  2.9203  -0.32
O  0.7112  0.1688  3.5615  -0.44
C  0.1124  -0.9077  2.9686  -0.22
H  6.4829  1.4377  -1.3394  0.23
H  5.9871  -0.0958  -2.1930  0.13
H  7.4215  -0.0900  -1.2361  0.33
H  6.1339  1.3325  1.2926  0.10
H  7.1376  -0.2484  1.1176  0.55
H  5.9018  -0.3178  3.0915  0.45
H  4.9985  -1.4191  1.9523  0.23
H  3.9145  0.7067  1.2023  -0.15
H  3.4500  -0.1743  4.0753  0.18
H  2.6903  -1.1560  2.7316  -0.32
H  1.4954  0.8636  1.8709  0.09
H  2.0297  1.7345  3.3214  0.53
H  -0.7421  -1.1574  3.5774  -0.23
H  0.8412  -1.7807  2.9863  0.28
H  -0.2275  -0.6939  1.9585  0.07
C  -0.6617  5.5638  5.3445  -0.98
O  -0.5856  5.0948  4.0036  0.08
C  -1.1345  3.7829  3.8032  -1.79
C  -0.8295  3.2497  2.3824  0.39
N  -1.8400  3.7018  1.4235  -0.02
C  -1.4758  3.3408  0.0552  1.15
C  -2.6556  3.8184  -0.8300  -1.40
O  -2.4590  5.2754  -0.8579  -0.12
C  -3.5972  6.0123  -1.2306  -0.94
H  0.0829  6.2921  5.4253  0.26
H  -0.4073  4.7798  6.0606  0.34
H  -1.6122  6.0524  5.5349  0.31
H  -2.1949  3.7422  4.0308  0.48
H  -0.6640  3.0996  4.5046  0.63
H  -0.8757  2.1220  2.3509  -0.23
H  0.1504  3.5231  2.1399  0.39
H  -1.9500  4.7052  1.4640  0.36
H  -1.5642  2.2566  0.0750  0.14
H  -0.5823  3.6537  -0.4164  -0.79
H  -3.6236  3.4959  -0.3234  0.44
H  -2.5950  3.3774  -1.8126  0.53
H  -4.5216  5.5692  -0.8155  0.31
H  -3.6370  6.0043  -2.3437  0.28
H  -3.4561  7.0253  -0.9454  0.23
C  0.6989  -5.1629  -3.7217  -0.54
O  -0.4971  -5.1515  -4.4596  -0.45
C  -0.6039  -3.9676  -5.1863  0.44
C  -1.9967  -3.9715  -5.8136  -1.29
N  -3.0394  -3.8118  -4.8404  -0.20
C  -3.4773  -5.0097  -4.1332  -0.18
C  -4.6059  -4.7472  -3.1173  -0.03
O  -5.7994  -4.3613  -3.7398  -0.49
C  -6.5162  -5.4235  -4.3836  -0.83
H  1.4331  -4.6628  -4.3416  0.04
H  1.1169  -6.1527  -3.6256  0.40
H  0.5395  -4.6452  -2.8052  0.21
H  0.2222  -3.9515  -5.9130  0.47
H  -0.3977  -3.0895  -4.5763  -0.34
H  -2.1086  -4.8693  -6.3440  0.35
H  -2.0326  -3.0813  -6.4604  0.52
H  -3.8232  -3.3896  -5.3114  0.27
H  -2.5712  -5.4218  -3.5917  -0.01
H  -3.8363  -5.7096  -4.8805  0.53
H  -4.2843  -3.9438  -2.4305  -0.42
H  -4.9776  -5.5889  -2.5516  0.57
H  -7.1989  -5.9389  -3.7162  0.30
H  -5.8859  -6.1831  -4.8130  0.37
H  -7.1317  -4.9995  -5.1729  0.28
C  -1.3471  7.7287  1.9558  -0.70
O  -0.4670  7.3595  0.9428  -0.33
C  0.6288  6.5863  1.2945  -0.01
C  1.5670  6.7203  0.1238  -0.50
N  1.0188  6.0288  -1.0050  0.29
C  1.7136  6.1089  -2.2594  -0.82
C  1.0703  5.1889  -3.3398  0.31
O  1.6821  5.4428  -4.5903  -0.43
C  0.9721  5.0716  -5.7449  -0.50
H  -0.8536  8.1803  2.8256  0.36
H  -1.8954  6.8712  2.3833  0.19
H  -2.0635  8.5431  1.5575  0.22
H  0.3647  5.5712  1.4503  -0.59
H  1.1136  7.1567  2.1416  0.68
H  2.5365  6.2219  0.3838  0.12
H  1.7182  7.7861  -0.0307  0.51
H  0.0001  6.0756  -1.0426  0.03
H  2.7294  5.6872  -2.2482  0.05
H  1.7664  7.1071  -2.7303  0.53
H  -0.0153  5.4395  -3.5179  0.41
H  1.2928  4.1473  -3.0738  -0.27
H  0.9645  3.9076  -5.7622  0.03
H  1.5178  5.4546  -6.5909  0.27
H  -0.0604  5.3991  -5.7877  0.33
C  -2.0262  -3.5129  7.8308  -0.69
O  -1.9208  -3.8117  6.4597  -0.37
C  -2.9965  -3.1792  5.7975  -0.68
C  -2.8827  -3.3611  4.2950  -0.26
N  -3.9655  -2.8577  3.5530  0.25
C  -3.9049  -3.0377  2.1317  0.87
C  -5.2891  -2.8543  1.4559  -0.97
O  -5.2800  -3.5479  0.2359  -0.17
C  -6.4344  -3.2137  -0.5801  -0.59
H  -1.0401  -3.6372  8.3272  0.28
H  -2.8484  -4.1137  8.2639  0.29
H  -2.2744  -2.4458  8.0221  0.27
H  -2.9675  -2.1360  6.0131  0.30
H  -4.0006  -3.5417  6.1475  0.28
H  -2.8345  -4.4129  4.1913  0.60
H  -1.8955  -2.9547  4.0408  -0.05
H  -4.2658  -1.9535  3.9301  -0.41
H  -3.6361  -4.0821  2.0372  0.68
H  -3.2259  -2.4431  1.5227  -0.77
H  -5.5705  -1.7850  1.3422  0.23
H  -5.9542  -3.3124  2.2472  0.27
H  -6.5119  -2.1777  -0.7491  0.37
H  -7.3615  -3.5621  -0.1500  0.37
H  -6.2674  -3.6791  -1.5858  -0.03
C  -1.9856  -6.4776  -0.5690  -0.70
O  -0.6471  -6.1310  -0.2416  -0.33
C  -0.4828  -5.8136  1.1210  0.13
C  0.9239  -5.2479  1.3488  -1.18
N  1.0771  -4.0404  0.5766  1.00
C  2.4173  -3.5753  0.7301  -1.68
C  2.7563  -2.4233  -0.1955  0.53
O  2.8271  -3.0459  -1.4951  -0.60
C  3.0983  -2.1587  -2.5770  0.89
H  -2.3541  -7.1991  0.0483  0.61
H  -1.9514  -6.8320  -1.6503  0.13
H  -2.6854  -5.6615  -0.5239  0.12
H  -0.6637  -6.6712  1.7632  0.62
H  -1.2270  -5.0332  1.3643  -0.39
H  1.5963  -6.1403  1.1855  0.29
H  1.1480  -5.0396  2.3816  0.54
H  1.0109  -4.2443  -0.4527  -0.42
H  3.2369  -4.3023  0.4542  0.26
H  2.5288  -3.2035  1.7712  0.68
H  3.7679  -2.0195  0.0716  0.56
H  2.0418  -1.6094  -0.1531  -0.53
H  3.5568  -2.6685  -3.4368  -0.14
H  3.7050  -1.2868  -2.2183  -0.33
H  2.1088  -1.8199  -2.9985  -0.28
C  -7.0655  -1.7142  8.7994  -0.61
O  -7.4335  -0.9187  7.6817  -0.43
C  -6.6931  -1.2021  6.5265  -0.45
C  -5.6218  -0.1243  6.3113  -0.69
N  -5.0549  -0.2211  5.0199  0.17
C  -4.0921  0.7630  4.6921  -1.67
C  -3.4892  0.4917  3.3092  2.37
O  -4.5075  0.2910  2.3405  -0.51
C  -4.0600  0.4968  0.9991  -0.44
H  -7.4477  -1.2165  9.6897  0.25
H  -5.9566  -1.7348  8.9065  0.26
H  -7.5334  -2.6947  8.7391  0.28
H  -7.3428  -1.1344  5.6797  0.43
H  -6.1846  -2.1575  6.6491  0.21
H  -4.8569  -0.2654  7.1112  0.30
H  -6.1871  0.8244  6.4731  0.29
H  -5.8266  -0.1897  4.3716  0.12
H  -3.3111  0.8794  5.4790  0.42
H  -4.5259  1.7860  4.6969  0.53
H  -2.8321  -0.3653  3.4397  -0.63
H  -2.8871  1.3763  3.0363  -0.72
H  -3.3512  -0.3655  0.9015  0.05
H  -3.5416  1.4466  0.8936  0.03
H  -4.9734  0.4638  0.4205  0.44
C  1.7661  1.6022  -1.2120  -1.18
O  2.7912  2.0796  -0.4317  0.77
C  3.0340  3.4101  -0.8477  0.53
C  4.2876  3.9160  -0.2002  -1.40
N  4.1037  3.8571  1.2759  0.22
C  5.2709  4.3963  1.9642  -0.72
C  5.1645  5.8932  2.0759  -0.33
O  6.3528  6.4076  2.5834  -0.39
C  6.4078  7.8383  2.5712  -0.74
H  0.8640  2.2166  -1.2945  0.12
H  1.4874  0.6627  -0.8827  -0.41
H  2.0521  1.5341  -2.2267  1.11
H  2.1598  4.0531  -0.5854  -0.62
H  3.0462  3.4093  -1.9718  0.38
H  4.4162  4.9898  -0.3995  0.70
H  5.1275  3.3128  -0.5614  -0.02
H  4.0029  2.8718  1.5546  -0.20
H  6.2524  4.2319  1.3823  0.25
H  5.3271  4.0033  2.9459  0.50
H  4.3093  6.1137  2.7139  0.31
H  4.7919  6.2851  1.0562  0.19
H  5.6275  8.2622  3.1899  0.30
H  6.2274  8.2396  1.5460  0.28
H  7.4058  8.0938  2.9020  0.27
C  -1.8943  -2.6230  -1.5916  -1.57
C  -0.6164  -1.8594  -1.4633  2.43
C  -0.6007  -0.7179  -2.4465  -1.44
O  -0.3073  -1.6304  -0.1052  2.08
H  -1.9149  -3.5638  -1.0883  0.20
H  -2.0135  -2.8826  -2.6226  0.11
H  -2.7534  -2.0138  -1.2214  0.02
H  0.0777  -2.5810  -1.8160  -1.62
H  -0.6987  -1.0705  -3.4966  0.10
H  0.3771  -0.2545  -2.4328  0.06
H  -1.3189  0.0639  -2.2101  0.43
H  -0.3929  -2.5211  0.3729  -0.56

SMILES string: COCCNCCOC.COCCNCCOC.COCCNCCOC.COCCNCCOC.COCCNCCOC.COCCNCCOC.COCCNCCOC.COCCNCCOC.COCCNCCOC.CC(C)O
HOMO, eV: -8.22
Gap between HOMO and LUMO, eV: 8.9
Strongest force on any atom, eV/A: 3.78
Electronic energy, hartree: -4179.369807
Energy above the lowest of the compared OMol25 structures with the same formula, charge and spin, kcal per mole: 74.2